# 1
{"formula": "C18H15BF4OScSe3SiTe", "method": "wB97M-V/def2-TZVPD", "symbols": ["Sc", "Se", "Se", "Te", "Se", "F", "B", "F", "F", "F", "O", "Si", "C", "C", "C", "C", "C", "C", "C", "C", "C", "C", "C", "C", "C", "C", "C", "C", "C", "C", "H", "H", "H", "H", "H", "H", "H", "H", "H", "H", "H", "H", "H", "H", "H"], "xyz": [[0.49785, -2.97232, -0.73808], [2.83537, -3.75484, -1.67058], [1.49079, -5.65969, -1.31072], [-0.19143, -5.58939, -3.19753], [-1.57363, -3.74643, -2.20316], [-0.43429, -4.89085, 2.25334], [0.11505, -3.66855, 2.04748], [0.24718, -2.90212, 3.16117], [1.35473, -3.75715, 1.32009], [-0.69854, -2.92580, 1.03675], [0.57952, -1.08969, -1.11468], [0.14736, 0.29470, -0.39711], [-1.71272, 0.37028, -0.09969], [-2.55684, 0.76652, -1.13825], [-3.93546, 0.72424, -0.99997], [-4.49667, 0.27428, 0.18620], [-3.67456, -0.13135, 1.22750], [-2.29663, -0.08033, 1.08272], [0.65142, 1.66011, -1.60421], [1.53190, 1.34264, -2.63743], [1.95140, 2.30875, -3.54181], [1.49290, 3.61298, -3.43121], [0.60978, 3.94597, -2.41389], [0.19899, 2.97502, -1.51423], [1.04124, 0.45554, 1.24629], [2.08926, -0.39552, 1.58237], [2.73510, -0.28983, 2.80428], [2.34926, 0.68865, 3.70780], [1.31333, 1.55526, 3.38561], [0.66581, 1.43410, 2.16599], [-2.12756, 1.10620, -2.07416], [-4.57154, 1.03151, -1.82076], [-5.57322, 0.23102, 0.29516], [-4.10631, -0.50198, 2.14901], [-1.66527, -0.41705, 1.89809], [1.87647, 0.32083, -2.73420], [2.63617, 2.04196, -4.33738], [1.81954, 4.36769, -4.13624], [0.24188, 4.96100, -2.32375], [-0.49878, 3.24753, -0.72837], [2.41071, -1.15981, 0.87841], [3.53235, -0.97895, 3.05140], [2.84839, 0.77228, 4.66495], [1.00718, 2.32056, 4.08844], [-0.15748, 2.10201, 1.93437]], "homo_energy_ev": -4.6, "homo_lumo_gap_ev": 6.897, "charge": -1, "relative_energy_kj_mol": 0.0}

# 2
{"formula": "C18H15BF4OScSe3SiTe", "method": "wB97M-V/def2-TZVPD", "symbols": ["Sc", "Se", "Se", "Te", "Se", "F", "B", "F", "F", "F", "O", "Si", "C", "C", "C", "C", "C", "C", "C", "C", "C", "C", "C", "C", "C", "C", "C", "C", "C", "C", "H", "H", "H", "H", "H", "H", "H", "H", "H", "H", "H", "H", "H", "H", "H"], "xyz": [[0.84333, 2.95868, 0.42533], [-0.45140, 4.95603, -0.72845], [1.12998, 5.86309, 0.77593], [3.35254, 5.47282, -0.36592], [3.48888, 3.02683, 0.16788], [0.94630, 3.48031, 4.03811], [0.15824, 2.73684, 3.22657], [-0.66319, 1.86701, 3.87401], [-0.55337, 3.53462, 2.28092], [1.02094, 1.95034, 2.27993], [0.39450, 1.50442, -0.74082], [-0.01835, -0.06070, -0.52890], [1.37407, -1.03772, 0.27115], [2.45412, -1.45349, -0.50982], [3.54807, -2.09036, 0.05277], [3.58216, -2.32323, 1.41965], [2.52224, -1.91504, 2.21415], [1.43023, -1.28012, 1.64211], [-0.34417, -0.73745, -2.25413], [-0.59553, 0.16718, -3.28414], [-0.87958, -0.27100, -4.56964], [-0.91538, -1.62906, -4.84740], [-0.66098, -2.54386, -3.83764], [-0.37934, -2.09649, -2.55609], [-1.54843, -0.19735, 0.54201], [-2.32177, 0.90865, 0.87082], [-3.44515, 0.78732, 1.67694], [-3.82027, -0.45562, 2.15858], [-3.06387, -1.57536, 1.83598], [-1.93845, -1.44070, 1.04167], [2.44510, -1.27004, -1.57752], [4.37758, -2.39614, -0.57220], [4.43787, -2.81598, 1.86373], [2.54956, -2.08247, 3.28381], [0.61675, -0.95444, 2.28116], [-0.55011, 1.22776, -3.07430], [-1.06940, 0.44831, -5.35617], [-1.13713, -1.97313, -5.85028], [-0.68084, -3.60610, -4.04970], [-0.17169, -2.82384, -1.77854], [-2.05645, 1.89809, 0.49990], [-4.01892, 1.66789, 1.93433], [-4.69195, -0.55421, 2.79278], [-3.34791, -2.54948, 2.21447], [-1.34879, -2.32279, 0.81696]], "homo_energy_ev": -4.6, "homo_lumo_gap_ev": 6.873, "charge": -1, "relative_energy_kj_mol": 5.5}

# 3
{"formula": "C18H15BrN8O4RuS", "method": "wB97M-V/def2-TZVPD", "symbols": ["Ru", "N", "C", "S", "N", "N", "C", "C", "C", "C", "C", "C", "C", "O", "H", "H", "H", "H", "H", "H", "H", "Br", "C", "C", "C", "C", "C", "N", "C", "O", "O", "H", "H", "H", "C", "C", "N", "O", "H", "H", "H", "H", "H", "N", "C", "N", "C", "N"], "xyz": [[0.25912, 0.20296, -0.17468], [-2.57616, 0.35434, -3.80929], [-1.92586, 0.21161, -2.60123], [-0.25287, -0.20364, -2.69325], [-2.68077, 0.37608, -1.55333], [-2.03906, 0.18497, -0.34404], [-2.78752, 0.43542, 0.66942], [-2.42520, 0.34250, 2.07022], [-3.37590, 0.77089, 3.01053], [-3.14348, 0.70232, 4.36595], [-1.92669, 0.17007, 4.80942], [-0.97640, -0.26442, 3.91705], [-1.18592, -0.17893, 2.52029], [-0.25728, -0.57261, 1.70667], [-1.98813, 0.59980, -4.58661], [-3.46244, 0.83067, -3.74963], [-3.80728, 0.75406, 0.44970], [-4.31620, 1.16580, 2.64102], [-3.88779, 1.04465, 5.07188], [-1.72711, 0.10127, 5.87272], [-0.03188, -0.67521, 4.24949], [3.31806, 2.35128, -1.13070], [3.65039, 0.61543, -0.45924], [4.94023, 0.29876, -0.07054], [5.18620, -1.00042, 0.34474], [4.15759, -1.92322, 0.32809], [2.89632, -1.50491, -0.06389], [2.64482, -0.24227, -0.42787], [1.73058, -2.49800, -0.13183], [2.00529, -3.67834, 0.04868], [0.60872, -1.97875, -0.40988], [5.71541, 1.04909, -0.10686], [6.18159, -1.28559, 0.66179], [4.27936, -2.96062, 0.60183], [2.32476, 3.54144, 2.51989], [1.22045, 2.62730, 2.06203], [-0.02676, 2.98103, 2.39883], [1.47994, 1.59892, 1.43502], [1.97955, 4.56698, 2.64186], [3.13033, 3.50187, 1.79021], [2.70154, 3.17200, 3.47521], [-0.21617, 3.91965, 2.71176], [-0.80383, 2.38696, 2.14471], [-0.11769, 2.33851, -0.83514], [-0.06522, 3.49543, -0.70005], [-0.04834, 4.78388, -0.66702], [-0.12292, 5.42964, 0.47282], [-0.19651, 6.06137, 1.44545]], "homo_energy_ev": [-4.7, -5.0], "homo_lumo_gap_ev": [7.194, 6.621], "multiplicity": 6, "charge": -1, "relative_energy_kj_mol": 22.7}

# 4
{"formula": "C18H15Cl2NO4", "method": "wB97M-V/def2-TZVPD", "symbols": ["C", "O", "C", "O", "C", "C", "C", "Cl", "C", "N", "C", "O", "C", "C", "C", "C", "C", "C", "Cl", "C", "C", "C", "C", "O", "C", "H", "H", "H", "H", "H", "H", "H", "H", "H", "H", "H", "H", "H", "H", "H"], "xyz": [[-3.12275, -1.27872, 6.17274], [-2.38842, -0.87240, 5.02759], [-3.11124, -0.34989, 4.02289], [-4.30909, -0.21356, 4.08299], [-2.26309, -0.06284, 2.84052], [-1.34615, -1.06543, 2.50139], [-0.61469, -1.00607, 1.34322], [0.49598, -2.28989, 0.96812], [-0.76215, 0.07172, 0.45212], [-0.01557, 0.07101, -0.71151], [0.02238, 1.00715, -1.71456], [-0.66215, 2.00808, -1.73739], [0.97726, 0.69716, -2.79980], [2.09375, -0.03034, -2.68058], [3.06691, -0.29423, -3.72622], [2.89334, 0.10888, -5.05319], [3.84636, -0.16900, -6.01103], [4.99724, -0.85858, -5.65559], [6.19080, -1.20500, -6.85230], [5.19421, -1.27286, -4.34680], [4.23323, -0.99166, -3.39720], [-1.63307, 1.08480, 0.80775], [-2.38054, 1.05110, 1.99215], [-3.10301, 2.16708, 2.19004], [-3.69816, 2.46597, 3.43201], [-3.61411, -0.41955, 6.63442], [-2.40045, -1.71707, 6.85641], [-3.88515, -2.00957, 5.89529], [-1.23644, -1.91055, 3.16250], [0.56107, -0.75503, -0.82114], [0.73562, 1.20409, -3.72220], [2.35467, -0.46458, -1.72194], [2.00244, 0.64213, -5.34354], [3.70314, 0.14564, -7.03284], [6.09081, -1.80970, -4.07966], [4.38905, -1.31565, -2.37832], [-1.74832, 1.94038, 0.16305], [-3.94270, 3.52682, 3.38536], [-3.00315, 2.28630, 4.25826], [-4.60788, 1.88383, 3.59700]], "homo_energy_ev": -8.6, "smiles": "COC(=O)c1cc(Cl)c(NC(=O)/C=C/c2ccc(Cl)cc2)cc1OC", "homo_lumo_gap_ev": 8.206, "relative_energy_kj_mol": 103.3}

# 5
{"formula": "C18H15Cl5O2Zr", "method": "wB97M-V/def2-TZVPD", "symbols": ["Zr", "Cl", "C", "C", "Cl", "C", "Cl", "C", "O", "C", "Cl", "C", "Cl", "C", "C", "O", "C", "C", "H", "H", "H", "H", "H", "H", "H", "H", "H", "H", "C", "C", "C", "C", "C", "C", "C", "C", "H", "H", "H", "H", "H"], "xyz": [[0.00035, 0.68744, 0.06682], [3.77139, 5.79799, -0.53757], [2.91249, 4.47691, 0.09415], [3.13362, 3.20097, -0.41909], [4.23026, 2.93039, -1.69455], [2.43989, 2.12652, 0.13951], [2.57023, 0.51601, -0.52601], [1.54044, 2.29752, 1.20052], [0.89617, 1.21125, 1.71624], [1.25560, 3.60226, 1.63575], [0.00883, 3.79823, 2.78871], [1.95451, 4.68064, 1.11126], [1.63764, 6.24911, 1.67688], [-2.64234, 0.44561, 1.84407], [-3.14188, 1.26692, 0.68330], [-2.02749, 1.34718, -0.27805], [-2.17839, 2.21544, -1.43347], [-0.80727, 2.25759, -2.08288], [-3.40810, 0.38133, 2.61609], [-1.77600, 0.92500, 2.32009], [-2.40125, -0.57540, 1.53801], [-3.39366, 2.28794, 0.96823], [-3.97915, 0.80520, 0.16287], [-2.49951, 3.19900, -1.09196], [-2.92934, 1.78886, -2.09663], [-0.06664, 2.74963, -1.42561], [-0.80147, 2.85752, -2.99199], [-0.48249, 1.25458, -2.41537], [-0.05273, -1.33531, -0.16029], [0.12563, -2.55712, -0.18750], [0.32702, -3.94594, -0.23196], [-0.49295, -4.73529, -1.05650], [-0.28872, -6.09869, -1.10300], [0.72055, -6.67467, -0.33747], [1.53334, -5.89613, 0.48090], [1.34364, -4.53128, 0.54063], [-1.27239, -4.27269, -1.64627], [-0.91201, -6.71713, -1.73334], [0.87489, -7.74468, -0.37901], [2.31207, -6.35937, 1.07025], [1.96520, -3.91332, 1.17425]], "homo_energy_ev": -14.4, "homo_lumo_gap_ev": 6.617, "charge": 2, "relative_energy_kj_mol": 0.0}

# 6
{"formula": "C18H15ClPd", "method": "wB97M-V/def2-TZVPD", "symbols": ["C", "C", "C", "H", "C", "C", "H", "H", "H", "H", "Pd", "Cl", "C", "C", "C", "H", "C", "C", "H", "H", "H", "H", "C", "C", "C", "C", "C", "C", "C", "C", "H", "H", "H", "H", "H"], "xyz": [[-1.75073, 0.29976, -0.33245], [-0.93279, 1.35565, -0.85284], [-0.69651, 2.29573, 0.21533], [-0.50201, 1.37084, -1.82606], [-1.39010, 1.80532, 1.35242], [-2.05165, 0.60429, 1.00898], [-2.67063, -0.02990, 1.64306], [-2.07776, -0.60858, -0.79761], [-0.00165, 3.12268, 0.16245], [-1.39829, 2.25326, 2.34125], [-0.03311, 0.48729, 0.66934], [0.17990, -1.21588, -1.58786], [3.29707, 2.17307, -1.73782], [3.18209, 3.01769, -0.58912], [2.15627, 3.98064, -0.85030], [3.79098, 2.96200, 0.31279], [1.64193, 3.73453, -2.16221], [2.34649, 2.61747, -2.71137], [2.19960, 2.19379, -3.70495], [4.00367, 1.35304, -1.86426], [1.85240, 4.78988, -0.18658], [0.87248, 4.31791, -2.66773], [1.23725, -0.84556, 1.64222], [0.88763, -1.89848, 2.19032], [0.36241, -3.04340, 2.82963], [0.70627, -3.28591, 4.17668], [0.15469, -4.35123, 4.87573], [-0.83968, -5.15259, 4.29592], [-1.19656, -4.92098, 2.95882], [-0.59248, -3.90162, 2.21953], [1.36909, -2.58884, 4.67906], [0.44420, -4.51332, 5.90842], [-1.37760, -5.90280, 4.89112], [-1.99564, -5.51631, 2.51420], [-0.86922, -3.73628, 1.17823]], "homo_energy_ev": [-0.2, -0.2], "homo_lumo_gap_ev": [4.948, 4.943], "multiplicity": 3, "charge": -2}

Repeat the first record exactly.
{"formula": "C18H15BF4OScSe3SiTe", "method": "wB97M-V/def2-TZVPD", "symbols": ["Sc", "Se", "Se", "Te", "Se", "F", "B", "F", "F", "F", "O", "Si", "C", "C", "C", "C", "C", "C", "C", "C", "C", "C", "C", "C", "C", "C", "C", "C", "C", "C", "H", "H", "H", "H", "H", "H", "H", "H", "H", "H", "H", "H", "H", "H", "H"], "xyz": [[0.49785, -2.97232, -0.73808], [2.83537, -3.75484, -1.67058], [1.49079, -5.65969, -1.31072], [-0.19143, -5.58939, -3.19753], [-1.57363, -3.74643, -2.20316], [-0.43429, -4.89085, 2.25334], [0.11505, -3.66855, 2.04748], [0.24718, -2.90212, 3.16117], [1.35473, -3.75715, 1.32009], [-0.69854, -2.92580, 1.03675], [0.57952, -1.08969, -1.11468], [0.14736, 0.29470, -0.39711], [-1.71272, 0.37028, -0.09969], [-2.55684, 0.76652, -1.13825], [-3.93546, 0.72424, -0.99997], [-4.49667, 0.27428, 0.18620], [-3.67456, -0.13135, 1.22750], [-2.29663, -0.08033, 1.08272], [0.65142, 1.66011, -1.60421], [1.53190, 1.34264, -2.63743], [1.95140, 2.30875, -3.54181], [1.49290, 3.61298, -3.43121], [0.60978, 3.94597, -2.41389], [0.19899, 2.97502, -1.51423], [1.04124, 0.45554, 1.24629], [2.08926, -0.39552, 1.58237], [2.73510, -0.28983, 2.80428], [2.34926, 0.68865, 3.70780], [1.31333, 1.55526, 3.38561], [0.66581, 1.43410, 2.16599], [-2.12756, 1.10620, -2.07416], [-4.57154, 1.03151, -1.82076], [-5.57322, 0.23102, 0.29516], [-4.10631, -0.50198, 2.14901], [-1.66527, -0.41705, 1.89809], [1.87647, 0.32083, -2.73420], [2.63617, 2.04196, -4.33738], [1.81954, 4.36769, -4.13624], [0.24188, 4.96100, -2.32375], [-0.49878, 3.24753, -0.72837], [2.41071, -1.15981, 0.87841], [3.53235, -0.97895, 3.05140], [2.84839, 0.77228, 4.66495], [1.00718, 2.32056, 4.08844], [-0.15748, 2.10201, 1.93437]], "homo_energy_ev": -4.6, "homo_lumo_gap_ev": 6.897, "charge": -1, "relative_energy_kj_mol": 0.0}